1.
{
  "formula": "C4H7NOS2",
  "method": "wB97M-V/def2-TZVPD",
  "homo_lumo_gap_ev": 7.30,
  "relative_energy_kj_mol": 563.54,
  "smiles": "CSCO/N=C/C=S",
  "total_energy_ev": -29463.9497,
  "homo_energy_ev": -8.84,
  "charge": 0,
  "spin_multiplicity": 1,
  "symbols": ["C", "S", "C", "O", "N", "C", "C", "S", "H", "H", "H", "H", "H", "H", "H"],
  "positions_angstrom": [[-1.83, -1.99, 0.32], [-1.09, -2.54, -1.26], [-0.64, -0.82, -1.99], [0.51, -0.29, -1.35], [-0.05, 0.44, -0.46], [0.81, 1.25, 0.17], [0.41, 2.05, 1.23], [1.73, 2.47, 2.31], [-2.58, -2.79, 0.58], [-2.56, -1.22, 0.24], [-0.96, -1.46, 0.92], [-0.20, -0.82, -3.13], [-1.43, 0.00, -1.62], [1.86, 1.42, 0.02], [-0.66, 2.24, 1.64]],
  "lowdin_charge": [-0.443, 0.752, -0.442, -0.180, -0.036, -0.254, -0.536, 0.578, 0.047, 0.000, 0.070, 0.145, 0.122, 0.083, 0.093]
}

=====

2.
{
  "formula": "C4H7NOS2",
  "method": "wB97M-V/def2-TZVPD",
  "homo_lumo_gap_ev": 7.82,
  "relative_energy_kj_mol": 179.17,
  "smiles": "CCSC(=S)C(N)=O",
  "total_energy_ev": -29467.9334,
  "homo_energy_ev": -9.06,
  "charge": 0,
  "spin_multiplicity": 1,
  "symbols": ["C", "C", "S", "C", "S", "C", "N", "O", "H", "H", "H", "H", "H", "H", "H"],
  "positions_angstrom": [[2.38, 1.43, 0.52], [1.82, 0.63, -0.79], [0.12, 0.83, -1.32], [-0.72, 0.01, -0.04], [-2.36, 0.08, 0.03], [-0.07, -1.08, 0.63], [-0.35, -1.41, 1.94], [0.92, -1.62, 0.07], [3.43, 1.41, 0.58], [1.99, 1.18, 1.58], [2.08, 2.60, 0.41], [2.08, -0.41, -0.85], [2.34, 1.30, -1.59], [-1.51, -1.35, 2.17], [-0.02, -2.36, 2.24]],
  "lowdin_charge": [-0.124, -0.516, 0.936, -1.045, 0.704, -0.660, 0.100, -0.020, 0.025, 0.080, 0.107, 0.037, 0.089, 0.162, 0.127]
}

=====

3.
{
  "formula": "C4H7NP2",
  "method": "wB97M-V/def2-TZVPD",
  "homo_lumo_gap_ev": 9.23,
  "relative_energy_kj_mol": 22.44,
  "smiles": "CC1=N[PH]#P=C1C",
  "total_energy_ev": -24327.4123,
  "homo_energy_ev": -8.99,
  "charge": 0,
  "spin_multiplicity": 1,
  "symbols": ["C", "C", "N", "P", "P", "C", "C", "H", "H", "H", "H", "H", "H", "H"],
  "positions_angstrom": [[-1.07, -1.35, -0.17], [0.22, -0.74, -0.08], [1.29, -1.39, 0.00], [2.77, -0.64, -0.15], [2.00, 1.48, 0.07], [0.45, 0.94, -0.12], [-0.86, 1.66, -0.11], [-1.29, -1.95, 0.71], [-1.02, -2.15, -0.98], [-1.87, -0.69, -0.26], [3.02, -0.55, 1.28], [-0.71, 2.73, 0.30], [-1.55, 1.14, 0.63], [-1.38, 1.52, -1.14]],
  "lowdin_charge": [-0.064, -0.459, -0.304, 0.577, 0.690, -0.668, -0.192, 0.093, 0.120, 0.035, -0.100, 0.089, 0.076, 0.108]
}

=====

4.
{
  "formula": "C4H7NS",
  "method": "wB97M-V/def2-TZVPD",
  "homo_lumo_gap_ev": 8.58,
  "relative_energy_kj_mol": 343.22,
  "smiles": "S=CC1CNC1",
  "total_energy_ev": -16583.3741,
  "homo_energy_ev": -8.84,
  "charge": 0,
  "spin_multiplicity": 1,
  "symbols": ["S", "C", "C", "C", "N", "C", "H", "H", "H", "H", "H", "H", "H"],
  "positions_angstrom": [[-2.44, 0.00, -0.07], [-0.94, 0.07, 0.44], [0.36, 0.06, -0.44], [1.54, 1.07, -0.04], [2.39, -0.13, -0.05], [1.37, -1.00, -0.01], [-0.59, 0.17, 1.48], [0.24, -0.26, -1.55], [2.01, 2.00, -0.53], [1.40, 1.27, 0.94], [2.88, -0.28, 0.83], [1.42, -1.99, -0.45], [1.01, -1.24, 1.06]],
  "lowdin_charge": [0.703, -0.674, -0.296, -0.113, -0.077, -0.318, 0.060, 0.161, 0.141, 0.056, 0.119, 0.112, 0.126]
}

=====

5.
{
  "formula": "C4H7NS",
  "method": "wB97M-V/def2-TZVPD",
  "homo_lumo_gap_ev": 9.88,
  "relative_energy_kj_mol": 450.00,
  "total_energy_ev": -16582.2674,
  "homo_energy_ev": -9.10,
  "charge": 0,
  "spin_multiplicity": 1,
  "symbols": ["C", "C", "C", "C", "N", "S", "H", "H", "H", "H", "H", "H", "H"],
  "positions_angstrom": [[0.56, 0.65, 0.78], [1.47, 0.65, 1.67], [-0.63, -0.25, -1.28], [-0.54, 0.79, -0.18], [-1.37, 0.83, 1.06], [0.90, -0.30, -2.26], [2.51, 0.36, 1.31], [1.37, 0.61, 2.81], [-0.99, -1.24, -1.03], [-1.49, 0.00, -2.04], [-0.48, 1.81, -0.57], [-1.59, 0.01, 1.53], [1.88, -0.59, -1.44]],
  "lowdin_charge": [-0.082, -0.001, -0.528, -0.508, 0.088, 0.715, 0.083, 0.098, 0.065, 0.113, 0.139, -0.004, -0.179]
}

=====

6.
{
  "formula": "C4H7NS",
  "method": "wB97M-V/def2-TZVPD",
  "homo_lumo_gap_ev": 10.07,
  "relative_energy_kj_mol": 262.53,
  "smiles": "C#C[C@H](S)CN",
  "total_energy_ev": -16584.2104,
  "homo_energy_ev": -9.25,
  "charge": 0,
  "spin_multiplicity": 1,
  "symbols": ["C", "C", "C", "S", "C", "N", "H", "H", "H", "H", "H", "H", "H"],
  "positions_angstrom": [[-1.21, -1.82, -1.14], [-0.52, -0.95, -0.67], [0.35, -0.03, 0.01], [0.59, -0.59, 1.70], [-0.03, 1.43, -0.23], [0.06, 2.00, -1.59], [-1.94, -2.44, -1.52], [1.33, -0.12, -0.32], [-0.76, -0.61, 2.02], [-1.02, 1.59, 0.13], [0.57, 2.17, 0.32], [-0.56, 1.49, -2.29], [0.98, 1.63, -2.04]],
  "lowdin_charge": [0.139, -0.201, -0.736, 0.767, -0.318, -0.030, 0.009, 0.064, -0.087, 0.101, 0.114, 0.080, 0.099]
}

=====

7.
{
  "formula": "C4H7NS",
  "method": "wB97M-V/def2-TZVPD",
  "homo_lumo_gap_ev": 9.45,
  "relative_energy_kj_mol": 210.60,
  "smiles": "C=N[C@@H]1S[C@H]1C",
  "total_energy_ev": -16584.7486,
  "homo_energy_ev": -8.65,
  "charge": 0,
  "spin_multiplicity": 1,
  "symbols": ["C", "N", "C", "S", "C", "C", "H", "H", "H", "H", "H", "H", "H"],
  "positions_angstrom": [[2.71, 0.17, -0.21], [1.58, -0.39, -0.42], [0.44, -0.06, 0.37], [-0.29, -1.60, 1.01], [-0.87, -0.30, -0.20], [-2.18, 0.39, -0.07], [3.52, -0.17, -0.81], [2.99, 0.76, 0.64], [0.40, 0.67, 1.13], [-0.83, -0.87, -1.07], [-2.41, 0.63, 0.87], [-2.87, -0.37, -0.36], [-2.20, 1.15, -0.89]],
  "lowdin_charge": [-0.023, -0.032, -0.624, 0.810, -0.557, -0.079, 0.055, 0.070, 0.097, 0.069, 0.028, 0.073, 0.112]
}

=====

8.
{
  "formula": "C4H7NS",
  "method": "wB97M-V/def2-TZVPD",
  "homo_lumo_gap_ev": 8.69,
  "relative_energy_kj_mol": 279.09,
  "total_energy_ev": -16584.0388,
  "homo_energy_ev": -7.90,
  "charge": 0,
  "spin_multiplicity": 1,
  "symbols": ["C", "C", "C", "C", "N", "S", "H", "H", "H", "H", "H", "H", "H"],
  "positions_angstrom": [[0.85, -0.21, -1.49], [0.55, -1.88, -0.40], [-0.11, -0.75, 0.44], [-0.21, 1.77, -0.44], [0.19, 0.34, -0.47], [1.53, 0.20, -2.90], [-0.06, -2.52, -1.00], [1.63, -1.99, -0.12], [-1.16, -0.74, 0.51], [0.47, -0.76, 1.37], [0.22, 2.46, 0.37], [0.23, 2.22, -1.32], [-1.31, 1.75, -0.52]],
  "lowdin_charge": [-0.756, 0.010, -0.198, -0.045, -0.227, 0.612, 0.055, 0.090, 0.099, 0.111, 0.113, 0.047, 0.089]
}

=====

9.
{
  "formula": "C4H7NS",
  "method": "wB97M-V/def2-TZVPD",
  "homo_lumo_gap_ev": 9.50,
  "relative_energy_kj_mol": 246.58,
  "smiles": "C=NC/C=C\\S",
  "total_energy_ev": -16584.3757,
  "homo_energy_ev": -8.56,
  "charge": 0,
  "spin_multiplicity": 1,
  "symbols": ["C", "N", "C", "C", "C", "S", "H", "H", "H", "H", "H", "H", "H"],
  "positions_angstrom": [[-2.22, 0.86, -0.38], [-0.99, 0.88, -0.19], [-0.33, -0.03, 0.62], [0.54, -0.94, -0.26], [1.86, -0.84, -0.42], [2.82, 0.56, 0.07], [-2.89, 0.18, 0.18], [-2.66, 1.56, -1.02], [-0.99, -0.49, 1.36], [0.59, 0.39, 1.22], [0.13, -1.73, -0.80], [2.35, -1.54, -1.18], [1.79, 1.13, 0.79]],
  "lowdin_charge": [-0.040, -0.043, -0.288, -0.193, -0.524, 0.726, 0.084, 0.049, 0.112, 0.083, 0.072, 0.091, -0.130]
}

=====

10.
{
  "formula": "C4H7O",
  "method": "wB97M-V/def2-TZVPD",
  "homo_lumo_gap_ev": 9.72,
  "relative_energy_kj_mol": 0.00,
  "total_energy_ev": -6299.4034,
  "homo_energy_ev": -16.05,
  "charge": 1,
  "spin_multiplicity": 1,
  "symbols": ["C", "C", "C", "C", "O", "H", "H", "H", "H", "H", "H", "H"],
  "positions_angstrom": [[1.49, -0.17, 0.46], [0.06, -0.07, 0.52], [2.15, 0.06, -0.72], [-2.13, 0.00, -0.16], [-0.72, -0.17, -0.49], [1.97, -0.27, 1.44], [-0.43, 0.09, 1.57], [3.17, 0.09, -0.59], [1.61, 0.25, -1.64], [-2.73, -0.59, -0.91], [-2.14, -0.32, 0.79], [-2.30, 1.11, -0.28]],
  "lowdin_charge": [-0.059, -0.036, 0.199, 0.050, 0.007, 0.135, 0.198, 0.074, 0.106, 0.143, 0.039, 0.144]
}

=====

11.
{
  "formula": "C4H7O2P",
  "method": "wB97M-V/def2-TZVPD",
  "homo_lumo_gap_ev": [6.01, 9.27],
  "relative_energy_kj_mol": 351.50,
  "total_energy_ev": -17641.9225,
  "homo_energy_ev": [-7.75, -8.93],
  "charge": 0,
  "spin_multiplicity": 1,
  "symbols": ["C", "C", "C", "C", "O", "O", "P", "H", "H", "H", "H", "H", "H", "H"],
  "positions_angstrom": [[0.11, 0.62, 0.18], [0.24, -0.60, -0.18], [1.10, 1.41, 1.02], [0.63, -1.94, -0.46], [-0.97, 1.45, -0.14], [-2.00, -0.17, -1.80], [-2.34, 0.94, -0.88], [1.05, 2.45, 0.69], [2.10, 1.02, 0.90], [0.81, 1.36, 2.07], [0.26, -2.64, 0.29], [1.72, -2.00, -0.50], [0.27, -2.24, -1.45], [-2.99, 0.34, 0.26]],
  "lowdin_charge": [-0.415, 0.014, -0.017, -0.089, -0.325, -0.398, 0.735, 0.081, 0.081, 0.083, 0.084, 0.086, 0.085, -0.006]
}

=====

12.
{
  "formula": "C4H7O2Pt",
  "method": "wB97M-V/def2-TZVPD",
  "homo_lumo_gap_ev": [6.13, 6.55],
  "relative_energy_kj_mol": 0.00,
  "s2": 3.758,
  "total_energy_ev": -11594.6999,
  "homo_energy_ev": [-6.00, -8.86],
  "charge": 0,
  "spin_multiplicity": 4,
  "symbols": ["O", "C", "C", "O", "C", "C", "Pt", "H", "H", "H", "H", "H", "H", "H"],
  "positions_angstrom": [[2.04, 1.21, -0.32], [2.24, 0.06, 0.01], [1.19, -0.90, 0.51], [-0.03, -0.32, 0.81], [-0.92, -0.12, -0.31], [-2.01, 0.84, 0.06], [-1.67, 2.36, -0.95], [3.24, -0.40, -0.13], [1.61, -1.37, 1.42], [1.10, -1.71, -0.24], [-1.45, -1.03, -0.62], [-0.27, -0.11, -1.21], [-2.99, 0.39, -0.17], [-2.07, 1.08, 1.14]],
  "mulliken_spin": [0.938, 0.749, 0.090, 0.024, -0.027, 0.103, 0.935, 0.110, 0.034, 0.044, 0.017, 0.010, -0.014, -0.012]
}

=====

13.
{
  "formula": "C4H7O3",
  "method": "wB97M-V/def2-TZVPD",
  "homo_lumo_gap_ev": [7.67, 8.18],
  "relative_energy_kj_mol": 596.17,
  "total_energy_ev": -10389.4746,
  "homo_energy_ev": [-13.78, -13.78],
  "charge": 1,
  "spin_multiplicity": 1,
  "symbols": ["C", "C", "C", "C", "O", "O", "O", "H", "H", "H", "H", "H", "H", "H"],
  "positions_angstrom": [[-0.40, -0.93, -0.11], [3.09, -0.94, 0.12], [0.83, 1.12, 0.44], [-2.73, -0.54, 0.15], [2.28, -1.70, -0.30], [0.15, 0.15, 0.12], [-1.60, -1.39, -0.10], [3.46, -0.16, -0.53], [3.35, -1.12, 1.15], [1.28, 1.31, 1.49], [1.02, 1.79, -0.40], [-2.43, 0.34, 0.67], [-3.50, -1.09, 0.68], [-3.09, -0.26, -0.84]],
  "lowdin_charge": [0.014, -0.132, 0.119, 0.027, -0.006, 0.090, 0.068, 0.090, 0.093, 0.171, 0.136, 0.092, 0.115, 0.125]
}

=====

14.
{
  "formula": "C4H7O4",
  "method": "wB97M-V/def2-TZVPD",
  "homo_lumo_gap_ev": [9.02, 7.37],
  "relative_energy_kj_mol": 137.48,
  "s2": 3.771,
  "total_energy_ev": -12444.5029,
  "homo_energy_ev": [-8.22, -9.60],
  "charge": 0,
  "spin_multiplicity": 4,
  "symbols": ["O", "O", "C", "C", "O", "C", "C", "O", "H", "H", "H", "H", "H", "H", "H"],
  "positions_angstrom": [[0.57, -0.13, -1.72], [1.44, -0.84, -2.28], [1.74, 0.76, 1.31], [0.35, 0.84, 0.71], [-0.24, 1.92, 0.64], [-0.17, -0.40, 0.11], [-1.63, -0.56, -0.26], [-1.85, -0.64, -1.67], [1.97, -0.19, 1.79], [2.49, 0.93, 0.53], [1.87, 1.55, 2.05], [0.40, -1.30, 0.32], [-2.02, -1.48, 0.21], [-2.13, 0.33, 0.13], [-2.79, -0.78, -1.85]],
  "mulliken_spin": [0.927, 1.059, -0.005, 0.028, 0.235, 0.649, 0.031, 0.043, -0.002, 0.004, 0.000, 0.008, 0.029, -0.002, -0.004]
}

=====

15.
{
  "formula": "C4H7O4P",
  "method": "wB97M-V/def2-TZVPD",
  "homo_lumo_gap_ev": 6.18,
  "relative_energy_kj_mol": 110.35,
  "smiles": "C=C[C@@](C)(O)P(=O)([O-])[O-]",
  "total_energy_ev": -21739.7430,
  "homo_energy_ev": 0.49,
  "charge": -2,
  "spin_multiplicity": 1,
  "symbols": ["C", "C", "C", "C", "O", "P", "O", "O", "O", "H", "H", "H", "H", "H", "H", "H"],
  "positions_angstrom": [[-0.28, 1.51, -1.74], [0.61, 0.80, -1.03], [0.31, -0.48, -0.01], [-0.92, -1.20, -0.35], [1.45, -1.28, -0.01], [0.17, 0.19, 1.82], [-1.21, -0.05, 2.50], [1.26, -0.65, 2.53], [0.45, 1.66, 1.57], [0.10, 2.30, -2.37], [-1.38, 1.76, -1.49], [1.68, 0.80, -1.32], [-0.77, -1.92, -1.10], [-1.85, -0.55, -0.53], [-1.23, -1.91, 0.57], [1.61, -1.01, 0.95]],
  "lowdin_charge": [-0.105, -0.112, -0.620, -0.138, -0.131, 0.141, -0.504, -0.449, -0.469, -0.006, 0.068, 0.086, 0.022, 0.088, 0.111, 0.017]
}

=====

16.
{
  "formula": "C4H7O4Yb",
  "method": "wB97M-V/def2-TZVPD",
  "homo_lumo_gap_ev": [8.58, 5.45],
  "s2": 0.757,
  "total_energy_ev": -43962.4407,
  "homo_energy_ev": [-16.64, -16.64],
  "charge": 2,
  "spin_multiplicity": 2,
  "symbols": ["O", "C", "O", "Yb", "O", "C", "H", "H", "H", "C", "C", "O", "H", "H", "H", "H"],
  "positions_angstrom": [[1.44, -1.08, 0.58], [2.10, 0.03, 0.41], [3.16, 0.24, 1.08], [3.90, 1.95, -0.23], [1.79, 0.87, -0.50], [0.67, -1.62, -0.61], [1.36, -2.34, -1.08], [-0.19, -2.22, -0.32], [0.55, -0.82, -1.34], [-1.82, 0.76, 0.78], [-2.30, -0.03, -0.20], [-1.97, 2.11, 0.85], [-1.63, 0.35, 1.78], [-2.40, 0.35, -1.22], [-2.63, -1.04, 0.06], [-2.04, 2.48, -0.04]],
  "mulliken_spin": [-0.002, -0.001, 0.000, 0.000, -0.002, -0.001, 0.004, 0.006, -0.001, 0.246, 0.457, 0.231, 0.012, 0.026, 0.030, -0.007]
}